The following is a quantum chemistry calculation of a molecular structure, C21H24ClN5ORh, from the Open Molecules 2025 dataset.

Structure (XYZ):
```
53
C21H24ClN5ORh | the Open Molecules 2025 dataset | wB97M-V/def2-TZVPD
Rh 0.125 0.502 0.116
O 3.371 2.400 -1.316
C 2.409 1.674 -1.112
N 1.931 1.269 0.068
C 2.464 1.820 1.286
C 1.583 1.419 2.435
C 1.977 1.638 3.747
C 1.144 1.269 4.786
C -0.079 0.686 4.488
C -0.409 0.491 3.166
N 0.393 0.844 2.150
C 1.585 1.117 -2.248
C 2.008 1.242 -3.558
C 1.255 0.665 -4.565
C 0.097 -0.022 -4.227
C -0.273 -0.092 -2.898
N 0.443 0.474 -1.924
H 2.505 2.917 1.235
H 3.493 1.496 1.470
H 2.938 2.095 3.937
H 1.441 1.435 5.812
H -0.764 0.376 5.264
H -1.348 0.033 2.896
H 2.926 1.783 -3.742
H 1.564 0.743 -5.599
H -0.513 -0.503 -4.978
H -1.165 -0.627 -2.603
N -1.920 -0.149 0.147
C -2.772 1.025 0.445
C -2.319 2.197 -0.406
N -0.916 2.514 -0.078
H -2.179 -0.533 -0.758
H -2.090 -0.903 0.809
H -2.642 1.272 1.500
H -3.831 0.814 0.283
H -2.991 3.045 -0.257
H -2.363 1.927 -1.463
H -0.859 3.012 0.805
H -0.497 3.110 -0.785
Cl -0.654 -2.673 2.513
C -0.712 -3.116 0.826
C -1.577 -4.143 0.472
C -1.654 -4.556 -0.845
C -0.849 -3.942 -1.794
C 0.010 -2.925 -1.417
C 0.105 -2.463 -0.095
C 1.061 -1.378 0.210
H -2.175 -4.617 1.238
H -2.319 -5.364 -1.120
H -0.879 -4.268 -2.826
H 0.658 -2.474 -2.157
H 1.813 -1.237 -0.554
H 1.449 -1.320 1.221
```

Properties
E_LUMO in eV: -2.79
HOMO energy in Eh: -0.403
Total charge: +1
Kohn-Sham gap in eV: 8.2

=====

The following is a quantum chemistry calculation of a molecular structure, C24H56Cl2N8O8Rb, from the Open Molecules 2025 dataset.

Structure (XYZ):
```
99
C24H56Cl2N8O8Rb | the Open Molecules 2025 dataset | wB97M-V/def2-TZVPD
Rb 41.227 11.398 1.634
Cl 38.710 9.184 1.284
Cl 41.564 13.788 3.869
C 41.274 15.214 -3.142
C 40.734 14.718 -1.773
O 39.842 13.844 -1.789
N 41.341 15.327 -0.758
C 40.879 15.153 0.623
H 40.939 16.248 -3.220
H 40.900 14.491 -3.867
H 42.357 15.178 -3.257
H 41.925 16.115 -1.000
H 39.906 14.661 0.592
H 40.555 16.118 1.013
H 41.538 14.619 1.307
C 37.872 12.807 4.077
C 38.005 13.190 5.507
O 37.342 12.645 6.351
N 38.921 14.052 5.876
C 39.055 14.794 7.145
H 37.776 13.727 3.499
H 37.036 12.118 3.963
H 38.689 12.146 3.786
H 39.619 14.162 5.154
H 39.831 14.298 7.727
H 38.089 14.768 7.651
H 39.295 15.845 6.984
C 36.397 9.185 4.246
C 36.305 7.660 4.086
O 35.545 7.076 4.922
N 36.996 7.019 3.127
C 37.117 5.577 3.199
H 36.584 9.370 5.304
H 35.408 9.604 4.062
H 37.205 9.615 3.655
H 37.536 7.615 2.517
H 36.198 4.993 3.163
H 37.648 5.332 4.119
H 37.833 5.137 2.505
C 45.286 15.064 3.644
C 44.666 16.274 2.910
O 45.391 17.193 2.598
N 43.361 16.353 2.786
C 42.679 17.598 2.425
H 45.481 15.199 4.708
H 46.160 14.717 3.091
H 44.588 14.231 3.553
H 42.784 15.552 3.000
H 42.661 17.829 1.360
H 43.013 18.482 2.968
H 41.637 17.471 2.719
C 44.007 10.322 4.719
C 42.829 10.056 5.595
O 42.785 9.140 6.431
N 41.722 10.751 5.361
C 40.406 10.536 5.899
H 44.666 10.916 5.352
H 43.930 10.755 3.722
H 44.320 9.303 4.490
H 41.739 11.602 4.818
H 39.787 10.679 5.014
H 40.123 11.066 6.809
H 40.127 9.484 5.944
C 42.937 7.244 0.778
C 43.766 8.348 1.326
O 43.185 9.368 1.743
N 45.043 8.096 1.423
C 46.064 8.904 2.036
H 41.873 7.082 0.949
H 43.521 6.326 0.852
H 42.911 7.436 -0.295
H 45.283 7.129 1.259
H 45.605 9.724 2.587
H 46.835 9.281 1.364
H 46.613 8.246 2.709
C 42.305 10.756 -3.163
C 41.033 9.911 -3.271
O 41.053 8.788 -3.748
N 39.860 10.550 -2.963
C 38.552 9.903 -3.167
H 42.629 10.739 -2.123
H 42.250 11.784 -3.521
H 43.041 10.179 -3.722
H 39.872 11.547 -2.807
H 38.024 9.344 -2.394
H 38.527 9.464 -4.164
H 37.977 10.826 -3.090
C 45.619 13.016 -0.020
C 44.883 13.148 -1.389
O 43.711 12.895 -1.378
N 45.553 13.456 -2.496
C 44.860 13.607 -3.723
H 46.162 12.074 0.050
H 44.787 13.055 0.684
H 46.122 13.967 0.153
H 46.465 13.860 -2.334
H 44.167 14.441 -3.832
H 44.522 12.711 -4.243
H 45.629 13.994 -4.392
```

Properties
E_LUMO in eV: 1.43
HOMO energy in Eh: -0.217
Total charge: -1
Kohn-Sham gap in eV: 7.3

=====

The following is a quantum chemistry calculation of 2 unconnected molecules or ions with the total composition C2H3Br2N, from the Open Molecules 2025 dataset.

Structure (XYZ):
```
8
C2H3Br2N | the Open Molecules 2025 dataset | wB97M-V/def2-TZVPD
C 2.060 0.366 -0.727
C 0.988 0.544 0.163
N 2.778 0.041 -1.539
Br 0.772 -0.778 1.561
Br -3.940 -1.741 -0.048
H 0.957 1.608 0.401
H 0.100 0.503 -0.442
H -3.714 -0.542 0.631
```

Properties
E_LUMO (alpha / beta) in eV: 0.28 / -4.67
Multiplicity: 3
HOMO energy (alpha / beta) in Eh: -0.219 / -0.418
Total charge: 0
Kohn-Sham gap (alpha / beta) in eV: 6.2 / 6.7

=====

The following is a quantum chemistry calculation of 2 unconnected molecules or ions with the total composition C3H8N2OS, from the Open Molecules 2025 dataset.

Structure (XYZ):
```
15
C3H8N2OS | the Open Molecules 2025 dataset | wB97M-V/def2-TZVPD
C 0.688 -2.190 1.377
S 0.358 -2.209 -0.428
C 0.637 -0.561 -0.712
N 1.004 0.299 0.186
N 1.185 1.526 -0.217
H 1.131 -1.251 1.725
H 1.286 -3.068 1.484
H -0.329 -2.198 1.836
H 0.409 -0.270 -1.722
H 0.978 1.793 -1.210
H 1.895 2.149 0.092
C -2.259 1.514 -0.613
O -2.899 0.651 -0.070
H -2.910 2.297 -1.211
H -1.175 1.517 -0.518
```

Properties
E_LUMO in eV: 0.80
HOMO energy in Eh: -0.284
Total charge: 0
SMILES string: CS/C=N/N.C=O
Kohn-Sham gap in eV: 8.5

=====

The following is a quantum chemistry calculation of a single C4H5FN2S molecule, from the Open Molecules 2025 dataset.

Structure (XYZ):
```
13
C4H5FN2S | the Open Molecules 2025 dataset | wB97M-V/def2-TZVPD
C 0.011 2.269 0.987
S 1.247 0.950 1.047
C 0.364 -0.409 0.344
N 0.703 -1.638 0.871
C -0.459 -0.310 -0.774
F -0.510 0.864 -1.467
C -1.226 -1.388 -1.243
N -1.833 -2.316 -1.562
H 0.571 2.963 1.647
H -0.166 2.623 -0.052
H -0.958 2.092 1.493
H 0.152 -2.395 0.457
H 0.805 -1.557 1.873
```

Properties
E_LUMO in eV: 0.45
HOMO energy in Eh: -0.319
Total charge: 0
SMILES string: CS/C(N)=C(\F)C#N
Kohn-Sham gap in eV: 9.1

=====

The following is a quantum chemistry calculation of a molecular structure, C19H17CuIN4O6, from the Open Molecules 2025 dataset.

Structure (XYZ):
```
48
C19H17CuIN4O6 | the Open Molecules 2025 dataset | wB97M-V/def2-TZVPD
C -1.419 -1.686 1.717
C -2.612 -1.021 1.022
H -1.343 -2.734 1.473
H -1.714 -1.568 2.819
H -0.614 -1.021 1.274
H -2.585 -0.695 -0.075
H -3.576 -1.378 1.343
H -2.271 -0.050 1.305
C 2.613 -1.798 -1.004
C 3.692 -2.517 -1.486
C 4.017 -2.376 -2.839
C 3.221 -1.580 -3.683
H 2.210 -1.834 -0.002
H 4.247 -3.152 -0.791
H 4.905 -2.889 -3.210
H 3.435 -1.460 -4.735
N 1.918 -0.992 -1.805
C 2.125 -0.892 -3.138
C 1.094 -0.127 -3.804
N 0.151 0.326 -2.966
C -0.976 0.930 -3.338
C -0.233 0.837 -5.604
C -1.174 1.244 -4.661
H -1.665 1.082 -2.523
H -2.067 1.805 -4.923
C 0.899 0.129 -5.170
H 1.638 -0.216 -5.869
H -0.397 1.081 -6.656
Cu 0.343 -0.231 -1.272
I -1.251 -2.487 -1.429
O 1.437 3.047 0.868
C 0.672 2.069 0.864
O 0.340 1.256 -0.093
C -0.024 1.818 2.210
C 0.710 1.278 3.287
C -0.019 0.938 4.428
C -1.343 1.191 4.602
C -2.003 1.752 3.537
C -1.381 2.076 2.346
N -3.491 1.859 3.569
O -4.065 1.589 4.626
O -4.085 2.184 2.519
N 0.701 0.117 5.445
O 1.885 -0.237 5.230
O 0.069 -0.205 6.458
H 1.787 1.115 3.179
H -1.856 0.919 5.488
H -1.944 2.507 1.467
```

Properties
E_LUMO (alpha / beta) in eV: -1.84 / -1.87
Multiplicity: 2
HOMO energy (alpha / beta) in Eh: -0.290 / -0.289
Total charge: 0
Kohn-Sham gap (alpha / beta) in eV: 6.0 / 6.0

=====

The following is a quantum chemistry calculation of a molecular structure, C33H27ClPZr, from the Open Molecules 2025 dataset.

Structure (XYZ):
```
63
C33H27ClPZr | the Open Molecules 2025 dataset | wB97M-V/def2-TZVPD
C 2.128 2.926 -0.066
C 1.722 1.969 -1.072
C 0.534 2.503 -1.718
H 2.270 1.066 -1.393
C 0.182 3.771 -1.070
C 1.154 4.004 0.010
H 1.247 4.937 0.596
H 3.063 2.882 0.503
H 0.124 2.112 -2.645
H -0.594 4.480 -1.389
Zr -0.198 2.232 0.619
Cl -2.586 2.587 0.483
P -0.469 -1.327 -1.469
C -1.372 -0.935 -2.984
C -1.093 -1.507 -4.238
H -0.291 -2.234 -4.342
C -1.827 -1.072 -5.350
H -1.603 -1.513 -6.327
C -2.801 -0.088 -5.257
H -3.353 0.233 -6.133
C -3.034 0.484 -4.008
H -3.778 1.271 -3.928
C -2.333 0.102 -2.871
H -2.464 0.614 -1.923
C 1.072 -2.141 -1.910
C 1.957 -1.500 -2.821
H 1.697 -0.529 -3.241
C 3.174 -2.095 -3.095
H 3.839 -1.616 -3.812
C 3.613 -3.248 -2.442
H 4.581 -3.680 -2.648
C 2.775 -3.804 -1.476
H 3.130 -4.660 -0.898
C 1.529 -3.264 -1.182
H 0.930 -3.648 -0.351
C -1.506 -2.397 -0.438
C -2.435 -3.287 -1.011
H -2.583 -3.300 -2.097
C -3.174 -4.124 -0.174
H -3.881 -4.829 -0.622
C -3.053 -4.081 1.224
H -3.632 -4.744 1.848
C -2.171 -3.147 1.759
H -2.082 -3.090 2.852
C -1.415 -2.293 0.970
H -0.778 -1.532 1.408
C -0.220 3.992 5.619
C -0.750 4.174 4.318
C -0.336 3.296 3.304
C 0.607 2.293 3.557
C 0.953 1.407 2.484
C 1.785 0.298 2.784
C 2.340 0.168 4.088
C 2.030 1.046 5.119
C 1.129 2.109 4.880
C 0.654 2.993 5.892
H -0.578 4.716 6.396
H -1.465 4.958 4.089
H -0.837 3.412 2.299
H 1.983 -0.456 2.008
H 3.027 -0.662 4.279
H 2.465 0.902 6.096
H 0.997 2.865 6.917
```

Properties
E_LUMO in eV: -4.44
HOMO energy in Eh: -0.384
Total charge: +1
Kohn-Sham gap in eV: 6.0

=====

The following is a quantum chemistry calculation of 2 unconnected molecules or ions with the total composition C4H11NO, from the Open Molecules 2025 dataset.

Structure (XYZ):
```
17
C4H11NO | the Open Molecules 2025 dataset | wB97M-V/def2-TZVPD
C 0.431 2.045 0.228
C -0.277 0.898 0.010
C -1.118 0.448 1.091
N -0.324 0.081 -1.269
C -0.357 -1.552 -1.407
H 1.074 2.458 -0.530
H 0.031 2.873 0.905
H -0.794 -0.501 1.599
H -1.178 1.009 1.963
H -2.074 0.169 0.705
H 0.476 0.410 -1.685
H -0.144 -1.988 -0.463
H -1.341 -1.867 -1.735
H 0.422 -1.870 -2.173
O 1.920 -0.974 0.593
H 1.913 -1.408 1.416
H 1.341 -0.230 0.752
```

Properties
E_LUMO in eV: 0.90
HOMO energy in Eh: -0.312
Total charge: 0
SMILES string: C=C(C)NC.O
Kohn-Sham gap in eV: 9.4

=====

Which formula does entry 5 have? C4H5FN2S